No. 1
Below is a structure of composition C8H18ClMoOSSe3Te, with properties calculated with wB97M-V/def2-TZVPD.

HOMO (alpha / beta) in eV: -10.595 / -10.590
LUMO energy (alpha / beta) in eV: -4.565 / -4.560
Energy relative to the best compared isomer or geometry (same formula, charge and spin) in kJ/mol: 97.1

Structure (ORCA input):
```
! RIJCOSX wB97M-V def2-TZVPD def2/J DEFGRID3
* xyz 1 1
Mo 0.95 0.08 0.16
Se 0.08 1.26 -1.66
Se -1.41 3.02 -0.95
Te -1.06 3.19 1.51
Se -0.29 0.80 2.02
C 0.32 -1.90 -0.19
H 0.69 -2.51 0.65
H 0.85 -2.26 -1.08
C -5.32 -1.47 -2.95
C -4.49 -0.97 -1.76
C -3.44 -2.01 -1.40
S -2.28 -1.34 -0.18
O -1.07 -2.34 -0.44
C -3.05 -1.93 1.36
C -2.93 -3.44 1.58
C -1.84 -3.79 2.59
H -6.07 -0.74 -3.22
H -5.83 -2.41 -2.70
H -4.68 -1.65 -3.81
H -5.15 -0.78 -0.91
H -4.01 -0.03 -2.02
H -2.82 -2.27 -2.26
H -3.88 -2.92 -0.99
H -4.08 -1.58 1.28
H -2.57 -1.36 2.15
H -2.74 -3.95 0.64
H -3.89 -3.81 1.95
H -0.86 -3.46 2.24
H -1.80 -4.87 2.74
H -2.04 -3.31 3.55
Cl 2.58 2.14 0.69
C 3.01 0.42 0.45
H 3.49 0.07 1.36
H 3.72 0.36 -0.38
*
```

---

No. 2
Below is a structure of composition C8H18F2NO5PTa at a distorted geometry, with properties calculated with wB97M-V/def2-TZVPD.

HOMO in eV: -5.364
LUMO energy in eV: 2.448

Structure (ORCA input):
```
! RIJCOSX wB97M-V def2-TZVPD def2/J DEFGRID3
* xyz -1 1
C -1.24 -3.44 1.61
C -0.74 -2.06 1.24
O -0.59 -2.04 -0.19
P 0.42 -0.96 -0.80
O 1.16 -0.17 0.18
C -0.46 -0.04 -2.07
C -0.69 1.45 -1.77
Ta -2.02 2.05 0.01
N -0.62 3.68 0.49
C -1.08 4.65 1.35
O -0.42 5.24 2.17
F -2.32 4.99 1.11
C 0.67 3.27 0.85
O 1.65 3.39 0.15
F 0.75 2.71 2.04
O 1.45 -1.85 -1.68
C 2.29 -2.66 -0.86
C 3.66 -2.04 -0.68
H -1.07 -3.58 2.67
H -2.30 -3.56 1.42
H -0.67 -4.19 1.08
H 0.19 -1.90 1.75
H -1.49 -1.35 1.52
H 0.19 -0.12 -2.94
H -1.40 -0.50 -2.33
H 0.26 1.97 -1.69
H -1.18 1.87 -2.63
H -1.26 0.88 1.20
H -3.15 2.50 1.42
H -3.02 3.18 -1.07
H -3.19 0.67 -0.40
H 1.87 -2.84 0.12
H 2.40 -3.62 -1.34
H 3.55 -0.97 -0.69
H 4.09 -2.32 0.27
H 4.30 -2.32 -1.51
*
```

---

No. 3
Below is the ion C8H18FN4O with charge +1 at a distorted geometry, with properties calculated with wB97M-V/def2-TZVPD.

HOMO in eV: -12.887
LUMO energy in eV: -2.705
Energy relative to the best compared isomer or geometry (same formula, charge and spin) in kJ/mol: 27.9

Structure (ORCA input):
```
! RIJCOSX wB97M-V def2-TZVPD def2/J DEFGRID3
* xyz 1 1
H 2.45 -0.65 -3.04
N 1.99 -1.12 -2.24
C 2.89 -1.60 -1.52
C 2.54 -2.13 -0.18
F 3.08 -1.24 0.74
C 0.84 -2.15 0.19
N 0.60 -2.27 1.51
N 0.31 -0.87 -0.31
C -1.19 -0.85 -0.46
C -1.69 0.59 -0.41
C -1.35 1.35 -1.69
C -1.21 1.37 0.77
O -0.10 1.25 1.22
N -1.98 2.37 1.28
C -1.39 3.23 2.33
H 3.97 -1.35 -1.72
H 3.14 -3.11 0.11
H 0.52 -3.00 -0.50
H 0.56 -1.38 1.94
H 1.10 -3.07 2.00
H 0.73 -0.74 -1.23
H 0.47 0.10 0.20
H -1.49 -1.39 0.32
H -1.55 -1.34 -1.31
H -2.81 0.40 -0.35
H -0.17 1.24 -1.77
H -1.59 2.32 -1.71
H -1.86 0.91 -2.53
H -2.75 2.84 0.71
H -2.18 3.96 2.50
H -1.35 2.67 3.25
H -0.52 3.67 1.90
*
```

---

No. 4
Below is a structure of composition C8H18FN5O13 at a distorted geometry, with properties calculated with wB97M-V/def2-TZVPD.

HOMO in eV: -10.114
LUMO energy in eV: -1.735
Energy relative to the best compared isomer or geometry (same formula, charge and spin) in kJ/mol: 1059.0

Structure (ORCA input):
```
! RIJCOSX wB97M-V def2-TZVPD def2/J DEFGRID3
* xyz 0 1
C 5.67 -14.72 -2.04
C 5.76 -15.35 -3.40
O 4.54 -14.88 -3.99
C 3.66 -14.66 -3.05
O 2.40 -14.57 -3.14
O 4.31 -14.63 -1.85
F 5.67 -16.71 -3.10
H 5.98 -13.68 -2.13
H 6.25 -15.09 -1.19
H 6.62 -15.21 -4.05
C 2.61 -19.76 2.13
N 3.82 -18.85 1.87
O 4.05 -18.61 0.64
O 4.70 -18.60 2.74
H 1.79 -19.48 1.47
H 2.41 -19.56 3.18
H 3.05 -20.75 2.03
C 6.38 -19.21 0.90
N 7.22 -18.60 1.98
O 7.66 -17.50 1.67
O 7.44 -19.25 3.02
H 7.05 -19.38 0.05
H 5.59 -18.55 0.53
H 6.09 -20.23 1.18
C 4.00 -16.55 -0.40
N 5.12 -17.35 -0.93
O 6.28 -17.06 -0.65
O 4.85 -18.29 -1.64
H 3.19 -16.54 -1.13
H 4.42 -15.55 -0.33
H 3.52 -16.79 0.55
C 8.63 -17.04 -1.30
N 8.76 -15.89 -2.28
O 7.71 -15.59 -2.89
O 9.84 -15.45 -2.60
H 9.03 -16.70 -0.35
H 9.13 -17.91 -1.71
H 7.56 -17.24 -1.29
C 5.08 -16.62 3.63
N 4.98 -16.14 2.19
O 3.90 -15.94 1.64
O 6.08 -16.04 1.60
H 4.17 -16.27 4.12
H 6.03 -16.47 4.15
H 5.07 -17.71 3.53
*
```

---

No. 5
Below is a cluster of 2 separate species, C8H18IN5 in total at a distorted geometry, with properties calculated with wB97M-V/def2-TZVPD.

HOMO (alpha / beta) in eV: -13.957 / -14.685
LUMO energy (alpha / beta) in eV: -7.355 / -7.229
Energy relative to the best compared isomer or geometry (same formula, charge and spin) in kJ/mol: 54.1

Structure (ORCA input):
```
! RIJCOSX wB97M-V def2-TZVPD def2/J DEFGRID3
* xyz 2 1
C -0.62 0.29 -0.68
C 0.36 0.51 1.50
C -0.46 -1.63 0.75
C -0.93 -2.95 1.10
C -0.33 2.11 -2.19
C -1.66 -0.01 -2.92
C 1.34 2.65 2.46
C 1.88 -2.40 -0.15
N -0.95 -1.06 -0.43
N 0.17 -0.79 1.59
N -0.07 1.05 0.28
N -0.81 0.78 -1.93
N 0.94 1.25 2.45
I 2.78 -0.67 -0.85
H -0.68 -3.74 0.36
H -2.01 -2.84 1.10
H -0.75 -3.08 2.21
H -0.51 2.33 -3.35
H -1.03 2.88 -1.68
H 0.70 2.46 -1.89
H -1.50 -1.07 -2.78
H -2.73 0.26 -2.80
H -1.46 0.32 -4.05
H 0.61 3.30 3.02
H 1.45 2.91 1.45
H 2.29 2.80 3.02
H 1.75 -2.99 -1.00
H 2.47 -2.77 0.64
H -1.73 -1.37 -0.96
H 0.33 -1.24 2.43
H 0.11 2.07 0.02
H 1.03 0.61 3.29
*
```

---

No. 6
Below is a structure of composition C8H18INO2Sb at a distorted geometry, with properties calculated with wB97M-V/def2-TZVPD.

HOMO in eV: -4.416
LUMO energy in eV: 3.071

Structure (ORCA input):
```
! RIJCOSX wB97M-V def2-TZVPD def2/J DEFGRID3
* xyz -1 1
C -3.05 -1.51 1.59
C -2.19 -2.37 0.71
O -2.66 -3.27 0.02
O -0.88 -2.06 0.76
C -0.14 -2.29 -0.45
C -0.66 -1.50 -1.64
C -1.06 -0.07 -1.33
Sb 0.55 1.38 -1.74
I -0.80 2.25 -4.12
N 1.56 0.60 -0.05
C 1.95 1.35 0.89
C 2.48 0.66 2.15
C 1.99 2.87 0.92
H -2.52 -0.63 1.94
H -3.36 -2.09 2.45
H -3.91 -1.19 1.03
H -0.17 -3.34 -0.70
H 0.89 -2.01 -0.24
H 0.08 -1.53 -2.44
H -1.53 -2.03 -2.02
H -1.91 0.24 -1.93
H -1.32 0.09 -0.29
H 1.39 0.18 -2.73
H 1.80 2.53 -2.14
H -0.35 2.56 -0.82
H 2.78 1.36 2.93
H 1.71 -0.01 2.51
H 3.33 0.06 1.87
H 2.42 3.30 0.02
H 2.58 3.19 1.77
H 0.99 3.25 1.09
*
```

---

No. 7
Below is a structure of composition C8H18InO5 at a distorted geometry, with properties calculated with wB97M-V/def2-TZVPD.

HOMO (alpha / beta) in eV: -16.193 / -16.185
LUMO energy (alpha / beta) in eV: -9.689 / -10.421
Expectation value of S²: 0.758

Structure (ORCA input):
```
! RIJCOSX wB97M-V def2-TZVPD def2/J DEFGRID3
* xyz 2 2
C -2.51 2.05 -0.44
O -1.19 2.03 -0.83
C -2.75 1.11 0.74
O -2.44 -0.17 0.24
C -2.41 -1.60 0.75
C -1.18 -2.70 0.36
O -0.12 -2.00 -0.49
C 1.07 -2.73 -0.62
In -0.38 0.28 -0.88
H -3.20 1.78 -1.27
H -2.83 3.06 -0.11
H -3.80 1.10 1.07
H -2.12 1.29 1.62
H -1.38 -1.18 0.17
H -2.44 -1.48 1.84
H -1.66 -3.23 -0.48
H -0.73 -2.89 1.35
H 1.81 -2.20 -0.01
H 1.00 -3.75 -0.22
H 1.37 -2.69 -1.68
O 0.65 0.13 0.93
C 1.87 0.76 0.81
C 2.50 0.57 -0.56
O 1.48 0.54 -1.54
C 1.93 0.36 -2.88
H 2.55 0.46 1.63
H 1.66 1.83 0.99
H 3.02 -0.40 -0.58
H 3.22 1.37 -0.78
H 1.05 0.33 -3.53
H 2.58 1.19 -3.17
H 2.49 -0.58 -2.97
*
```

---

No. 8
Below is a structure of composition C8H18N2O12P2 at a distorted geometry, with properties calculated with wB97M-V/def2-TZVPD.

HOMO in eV: -10.075
LUMO energy in eV: 0.296

Structure (ORCA input):
```
! RIJCOSX wB97M-V def2-TZVPD def2/J DEFGRID3
* xyz 0 1
O -2.01 5.46 -0.97
O -0.96 0.61 -0.43
O 3.55 -1.36 -0.09
O 4.00 -3.10 -2.44
O 0.67 -5.57 -0.60
O 1.94 -1.30 2.11
O 3.81 -0.64 -2.72
O 2.35 -2.36 -4.06
O 1.43 -6.46 1.56
O -0.88 -5.35 1.28
O 1.90 -1.96 -1.56
O 1.34 -3.90 1.20
C -1.64 5.22 0.17
C -1.53 1.68 -0.26
C 2.38 -1.64 -0.35
N -2.83 1.66 0.07
N -1.04 4.08 0.52
C -1.86 6.23 1.26
C -3.77 2.77 0.17
C -0.71 2.98 -0.41
C 0.49 -2.78 0.88
C 1.36 -1.52 0.81
P 3.04 -2.02 -2.68
P 0.64 -5.31 0.85
H 2.63 -1.97 2.28
H 4.24 -0.69 -1.85
H 2.17 -3.30 -3.92
H 2.27 -6.41 1.09
H -1.14 -6.19 0.88
H -3.21 0.73 0.15
H -0.78 3.97 1.48
H -2.48 5.80 2.04
H -2.35 7.11 0.84
H -0.90 6.53 1.68
H -4.79 2.39 0.13
H -3.63 3.29 1.12
H -3.63 3.47 -0.65
H -0.84 3.33 -1.43
H 0.34 2.73 -0.28
H -0.03 -2.92 -0.08
H -0.27 -2.65 1.65
H 0.72 -0.67 0.58
*
```